## 1
ORCA calculation (ωB97M-V/def2-TZVPD) on the molecule C10H8FNO2S.

Each line ends with the Mulliken charge.
Positions of all 23 atoms, in Å:
C1 -0.1820 -0.5252 -3.2883  -0.513
C2 -1.2470 -1.3745 -3.0177  -0.365
C3 0.2513 0.2811 -2.2744  -0.557
C4 -1.7874 -1.4677 -1.7718  -0.562
C5 -0.2635 0.2518 -0.9769  0.568
C6 -1.3593 -0.6098 -0.7242  0.298
C7 0.0416 1.3118 -0.1105  0.575
C8 0.0080 -0.1557 1.9852  0.315
C9 -1.0044 -1.0400 1.9321  0.504
C10 2.0076 0.7431 3.1935  -0.630
N1 0.5117 2.4567 -0.4342  -0.708
O1 -0.1177 1.0583 1.3031  -0.467
O2 1.1753 -0.2767 2.6440  -0.370
F1 -0.8772 -2.2424 2.4821  -0.286
S1 -2.2932 -0.7909 0.8027  -0.225
H1 0.3456 -0.4795 -4.2628  0.350
H2 -1.4927 -2.1138 -3.8263  0.299
H3 1.2624 0.8045 -2.2513  0.255
H4 -2.6598 -2.0382 -1.5688  0.420
H5 2.8489 1.1468 2.4620  0.242
H6 2.6065 0.1416 3.9062  0.299
H7 1.6133 1.7570 3.5634  0.281
H8 0.6121 3.1618 0.2330  0.276

## Properties
SMILES   [H]/N=C1\OC(OC)=C(F)Sc2ccccc21
Gap between HOMO and LUMO   8.59 eV
LUMO   0.0016 Eh
HOMO   -8.543 eV



## 2
ORCA calculation (ωB97M-V/def2-TZVPD) on a structure of composition C10H8FNO2S.

Each line ends with the Mulliken charge.
Positions of all 23 atoms, in Å:
C1 -1.0170 -1.4242 -0.0941  -0.315
C2 -2.0408 0.7090 -0.1489  -0.677
C3 -2.2804 -1.9489 0.0477  -0.518
C4 -3.3029 0.1164 -0.0028  -0.394
C5 -0.8633 -0.0406 -0.1758  1.196
C6 -3.4171 -1.2199 -0.0167  0.278
C7 1.0012 1.8240 -0.4588  -0.278
C8 0.3908 0.7134 -0.1404  0.122
C9 1.9669 -0.2609 0.3695  0.213
C10 2.4803 1.9517 -0.1998  -0.594
N1 2.9021 0.7322 0.4920  -0.197
O1 3.6231 -2.1166 -0.4977  -0.543
O2 1.9099 -1.3548 1.1990  -0.467
F1 -4.5796 -1.8102 0.0909  -0.303
S1 2.2322 -1.8487 -0.4255  0.440
H1 -0.1920 -2.1104 0.0708  0.218
H2 -1.9217 1.8571 -0.1407  0.176
H3 -2.3871 -3.1228 0.1396  0.233
H4 -4.1679 0.7837 -0.0151  0.363
H5 0.4977 2.8508 -0.8839  0.230
H6 3.1057 2.1686 -1.0655  0.264
H7 2.6983 2.7511 0.5412  0.314
H8 3.3615 0.8000 1.3150  0.239

## Properties
Gap between HOMO and LUMO   9.02 eV
LUMO   0.0198 Eh
HOMO   -8.485 eV



What is the least stable structure shown above? It is 2.